(1)
Entry from the OMol25 dataset: C6H7NO in the gas phase (wB97M-V/def2-TZVPD).

Computed properties:
**Relative energy (zero: lowest compared OMol25 entry of this formula, charge and spin)**: 389.8 kJ/mol
**Energy**: -9868.6175 eV
**LUMO energy (alpha / beta)**: 0.155 / 0.157 eV
**Orbital gap (alpha / beta)**: 0.3024 / 0.3026 hartree
**HOMO level (alpha / beta)**: -8.073 / -8.077 eV

```
! wB97M-V def2-TZVPD RIJCOSX def2/J DEFGRID3
* xyz 0 1
C 1.3866 0.9770 -0.7088
C 0.1712 0.5510 -0.9948
C 1.1410 2.5653 1.0304
C 1.5976 1.0509 0.7461
C -0.4796 0.2312 0.2492
C -0.8893 -1.3208 0.4073
N 0.4807 0.5462 1.3205
O 0.2509 3.3434 1.1285
H 2.1834 1.2526 -1.4234
H -0.1319 -0.0252 -1.8746
H 2.6395 0.8114 1.1669
H -1.4937 0.7118 0.4023
H -1.8492 -1.4240 0.0436
H -0.8150 -1.5321 1.5320
H -0.2117 -1.9292 -0.1272
*
```

---

(2)
Entry from the OMol25 dataset: 3 unconnected molecules or ions with the total composition C24H59BO13P3 (wB97M-V/def2-TZVPD).

Computed properties:
**Energy**: -81010.3092 eV
**LUMO energy**: 1.972 eV
**Orbital gap**: 0.1941 hartree
**HOMO level**: -3.309 eV

```
! wB97M-V def2-TZVPD RIJCOSX def2/J DEFGRID3
* xyz -1 1
C 0.0296 0.6563 -6.3175
C -1.1908 -0.2164 -6.5887
O -1.7928 -0.7560 -5.4327
C -2.0201 0.1542 -4.3563
P -3.3081 1.5379 -4.6328
B -4.7477 2.8363 -4.9772
C -6.2508 2.6026 -4.5345
O -4.4843 4.0116 -5.7074
O -2.1222 2.8256 -4.2104
C -2.4602 3.4248 -3.0109
C -3.0406 2.3465 -2.0727
C -1.8696 1.7231 -1.3001
C -2.2968 0.5710 -0.3724
C -1.6668 -0.7763 -0.6970
C -0.1329 -0.7963 -0.5452
C 0.6375 -0.6531 -1.8613
O 1.2599 0.6226 -1.8727
C 1.9215 0.9148 -3.0901
O -3.7073 1.4317 -2.8653
H 0.6014 0.2539 -5.4758
H 0.6697 0.7299 -7.1982
H -0.2774 1.6648 -6.0295
H -1.9088 0.3323 -7.2026
H -0.8845 -1.0765 -7.1952
H -1.0773 0.5631 -3.9642
H -2.4327 -0.4570 -3.5532
H -2.9217 1.7217 -6.0268
H -4.2800 0.4695 -4.9060
H -6.5886 1.5717 -4.6482
H -6.3736 2.9185 -3.4944
H -6.9198 3.2333 -5.1340
H -4.1314 4.7056 -5.1471
H -1.5768 3.8673 -2.5269
H -3.1436 4.2911 -3.1309
H -3.6622 2.8170 -1.2918
H -1.0832 1.4141 -1.9933
H -1.4345 2.5211 -0.6883
H -2.0516 0.8240 0.6644
H -3.3842 0.4663 -0.4228
H -1.9493 -1.1089 -1.6985
H -2.0618 -1.5229 -0.0016
H 0.1348 -1.7621 -0.1052
H 0.1812 -0.0157 0.1506
H 1.3895 -1.4442 -1.9861
H -0.0751 -0.7464 -2.6907
H 1.4809 1.8088 -3.5371
H 2.9751 1.1342 -2.8780
H 1.8867 0.0780 -3.7917
O 5.8669 2.0934 2.8304
P 6.4134 1.4474 1.6352
O 5.8432 -0.0052 1.3591
C 4.5192 -0.3792 1.7797
C 3.5329 -0.2587 0.6401
O 7.9602 1.1004 1.8364
C 8.6708 1.5482 2.9890
C 8.7453 0.4566 4.0365
O 6.5656 2.1064 0.2123
C 5.4409 2.6542 -0.5160
C 4.5425 3.5412 0.3191
H 4.2058 0.2267 2.6314
H 4.5882 -1.4119 2.1221
H 3.3751 0.7862 0.3699
H 2.5646 -0.6769 0.9159
H 3.8980 -0.7807 -0.2452
H 8.2122 2.4477 3.3997
H 9.6721 1.8137 2.6456
H 7.7485 0.0755 4.2605
H 9.1927 0.8357 4.9564
H 9.3463 -0.3794 3.6758
H 4.8797 1.8324 -0.9653
H 5.8785 3.2245 -1.3330
H 4.0832 2.9918 1.1413
H 3.7437 3.9468 -0.3019
H 5.1098 4.3658 0.7513
O -3.0965 -2.0650 3.9104
P -3.0696 -3.4404 4.4060
O -1.6306 -4.1161 4.3537
C -0.4358 -3.3275 4.4257
C 0.1419 -3.3143 5.8254
O -3.8648 -4.4279 3.4484
C -4.6240 -3.9261 2.3394
C -3.8262 -4.0212 1.0587
O -3.7081 -3.9468 5.7596
C -3.3776 -3.3666 7.0361
C -3.4024 -1.8514 7.0453
H -0.6304 -2.3129 4.0745
H 0.2712 -3.7840 3.7330
H -0.4991 -2.7555 6.5104
H 1.1231 -2.8384 5.8222
H 0.2440 -4.3301 6.2090
H -4.9414 -2.9001 2.5232
H -5.5212 -4.5434 2.2803
H -2.8526 -3.5438 1.1724
H -4.3557 -3.5384 0.2370
H -3.6475 -5.0644 0.7929
H -2.4065 -3.7505 7.3585
H -4.1193 -3.7564 7.7313
H -2.6636 -1.4305 6.3628
H -3.1859 -1.4827 8.0487
H -4.3797 -1.4814 6.7366
*
```